No. 1
Here is a cluster of 3 separate species, C4H15NO3 in total from the Open Molecules 2025 dataset. Energies are from ωB97M-V/def2-TZVPD.

```
23
Properties=species:S:1:pos:R:3:forces:R:3:mulliken_charge:R:1
N -4.045 1.192 -0.756 -0.1 -1.9 -3.7 -0.727
C -2.777 0.651 -0.306 -1.6 2.3 2.3 -0.411
C -1.940 1.896 0.092 1.2 -1.1 -2.3 -0.385
C -0.527 1.578 -0.447 0.8 3.0 1.3 -0.782
C 0.108 0.320 0.044 3.9 0.8 0.0 -0.444
O 0.412 0.247 1.425 -0.1 0.3 1.3 -0.557
H -3.903 1.834 -1.524 0.2 -0.3 -0.5 0.217
H -4.584 1.747 -0.184 -1.0 0.9 2.6 0.250
H -3.078 0.080 0.613 1.0 -0.1 -1.0 0.227
H -2.231 0.084 -1.066 -0.8 -0.1 0.1 0.355
H -1.969 2.113 1.159 0.0 0.2 -0.2 0.311
H -2.212 2.770 -0.595 -0.2 -0.9 1.5 0.300
H 0.027 2.488 -0.098 0.4 -0.9 -0.3 0.334
H -0.504 1.696 -1.546 -0.2 -0.6 0.4 0.343
H 1.098 0.098 -0.419 -0.7 0.6 -0.6 0.344
H -0.443 -0.499 -0.221 -1.8 -2.2 -0.4 0.307
H 1.368 0.292 1.642 -1.1 0.1 -0.7 0.317
O 5.774 -3.713 -2.679 -0.2 -4.1 -2.9 -0.615
H 6.170 -3.212 -2.056 1.1 3.0 2.8 0.297
H 4.978 -3.457 -3.100 -0.8 1.1 0.1 0.318
O 2.664 -2.460 3.685 2.8 -0.4 -2.3 -0.640
H 3.466 -2.585 3.039 -1.8 0.8 2.1 0.323
H 2.148 -3.161 3.296 -1.0 -0.4 0.2 0.316
```
Positions in Å, forces in eV/Å.

Output
2S+1 = 1
Structure (SMILES) = NCCCCO.O.O
Kohn-Sham gap = 8.88 eV

***

No. 2
Here is a cluster of 4 separate species, C4H15NO3 in total from the Open Molecules 2025 dataset. Energies are from ωB97M-V/def2-TZVPD.

```
23
Properties=species:S:1:pos:R:3:forces:R:3:mulliken_charge:R:1
C 2.029 0.417 0.780 -1.5 1.3 -2.4 -0.938
C 1.707 0.981 -0.709 -2.1 1.5 3.6 -0.707
C 0.754 0.101 -1.471 1.8 0.3 1.5 -0.315
C 0.052 0.671 -2.430 1.1 0.7 1.1 -0.042
N -0.530 -0.014 -3.403 -3.0 2.5 -1.9 -0.384
H 2.464 -0.538 0.551 0.4 -0.6 0.8 0.315
H 1.055 0.375 1.245 -0.2 -0.8 0.3 0.108
H 2.565 1.106 1.413 0.9 -0.1 -0.2 0.377
H 1.237 2.047 -0.545 0.9 -1.6 -0.6 0.256
H 2.617 1.108 -1.182 1.8 0.4 -1.1 0.443
H 0.697 -0.901 -1.019 -0.1 0.1 -1.3 0.244
H 0.011 1.772 -2.415 0.0 -0.5 -0.6 0.296
H -1.266 0.415 -3.968 0.6 -0.6 0.4 0.191
H -0.290 -0.923 -3.549 0.5 -2.7 -0.5 0.179
O -2.661 -0.344 3.179 -2.3 -0.4 4.0 -0.583
H -2.584 0.028 2.372 0.6 1.7 -3.9 0.259
H -1.901 -0.863 3.329 1.4 -1.1 0.0 0.356
O -0.821 -2.241 2.633 -2.0 -0.5 2.6 -0.624
H -1.124 -2.798 1.959 -1.6 -1.6 -1.2 0.300
H -0.075 -1.971 2.211 3.9 1.9 -1.4 0.301
O -1.108 0.171 0.174 -0.8 1.0 1.2 -0.576
H -2.023 0.364 0.362 -1.1 -0.7 -0.2 0.260
H -0.804 1.039 0.481 0.9 -0.2 -0.3 0.285
```
Positions in Å, forces in eV/Å.

Output
2S+1 = 1
Structure (SMILES) = CC/C=C/N.O.O.O
Kohn-Sham gap = 7.91 eV